Here is a molecular structure, C14H52InN26O16 at a distorted geometry from the Open Molecules 2025 dataset. Energies are from the ωB97M-V functional and the def2-TZVPD basis.

```
109
Properties=species:S:1:pos:R:3:lowdin_charge:R:1
N -20.10 -10.83 -1.97 0.18
N -15.77 -8.17 2.10 0.19
N -10.51 -13.79 -4.26 0.19
O -14.84 -11.44 -1.96 0.12
H -11.28 -16.41 -4.04 0.11
H -11.40 -8.28 -1.42 0.12
N -17.62 -8.23 1.10 0.21
O -13.10 -7.01 -0.05 0.07
H -19.66 -10.58 -4.25 0.14
N -18.82 -10.62 -3.69 0.22
In -16.34 -12.80 0.31 1.37
N -11.92 -14.45 -0.43 0.20
H -12.05 -13.65 0.18 0.12
C -18.90 -10.89 -2.43 -0.85
H -14.59 -10.77 3.89 0.13
N -11.60 -6.00 -2.79 0.19
H -12.19 -10.53 0.78 0.13
O -12.57 -16.16 -6.22 0.00
H -14.76 -15.02 -5.30 0.10
H -21.29 -15.20 -1.25 0.13
H -11.85 -16.42 -1.24 0.12
N -12.89 -6.38 -4.37 0.18
H -13.39 -9.55 3.66 0.12
H -16.27 -18.33 -2.60 0.11
N -10.47 -12.23 -2.66 0.17
N -14.75 -9.40 -4.69 0.20
H -12.15 -9.69 2.38 0.14
H -13.49 -16.94 -1.15 0.13
H -10.06 -12.11 -1.75 0.11
H -13.40 -5.53 -4.16 0.12
O -8.62 -12.97 -3.64 0.04
N -12.46 -10.42 1.75 0.21
H -12.40 -11.07 -4.58 0.05
H -14.16 -9.04 -5.43 0.12
H -10.72 -6.16 -2.33 0.14
H -15.74 -16.77 -3.47 0.10
C -11.93 -6.89 -3.63 -0.81
H -16.89 -8.27 -2.73 0.13
H -9.76 -14.18 -4.81 0.14
H -17.88 -10.82 -4.00 0.11
C -12.94 -15.83 -5.04 -0.65
H -16.01 -7.22 2.35 0.13
N -13.83 -10.40 3.33 0.17
N -16.73 -13.53 -5.04 0.18
C -12.98 -15.12 -0.35 -0.81
H -14.94 -8.35 -0.11 0.10
C -16.59 -8.91 1.41 -0.81
N -16.28 -8.90 -3.23 0.20
H -12.25 -5.23 -2.72 0.13
O -13.96 -12.03 1.60 -0.09
H -16.06 -13.33 -4.31 0.04
N -20.54 -15.16 -1.93 0.18
N -15.51 -12.04 -5.98 0.20
O -11.42 -7.96 -3.85 0.04
C -11.58 -11.14 -6.43 -0.81
H -16.22 -9.86 -2.94 0.06
N -12.02 -12.34 -6.41 0.17
O -16.31 -15.92 -0.52 0.01
N -12.29 -8.72 -1.22 0.19
H -14.90 -12.22 -5.20 0.05
O -18.01 -11.01 -1.68 0.02
H -12.49 -15.73 -3.02 0.05
C -14.62 -12.33 -2.83 -0.95
C -15.60 -8.50 -4.27 -0.76
N -14.07 -15.26 -4.61 0.15
H -14.05 -9.60 -1.06 0.08
C -16.57 -12.73 -6.08 -0.80
H -14.91 -8.59 2.41 0.09
H -11.21 -14.55 -1.14 0.12
O -13.98 -14.75 0.20 0.02
O -13.78 -12.23 -3.68 0.07
H -17.86 -14.35 -3.14 0.06
H -11.62 -9.62 -5.19 0.09
H -14.19 -14.69 -3.79 0.05
O -11.12 -10.72 -7.44 0.10
H -15.22 -11.39 -6.70 0.14
N -15.95 -16.10 -2.74 0.14
O -17.33 -12.61 -7.00 0.07
H -12.71 -12.48 -5.69 0.06
H -18.33 -8.76 0.61 0.13
H -13.21 -7.02 -5.08 0.09
H -12.65 -9.42 -1.85 0.11
N -14.25 -8.65 -0.78 0.20
H -12.21 -12.71 -7.33 0.14
H -16.43 -18.54 -0.88 0.12
H -11.48 -13.66 -4.49 0.08
H -14.65 -10.17 -4.04 0.06
C -16.26 -16.60 -1.52 -0.69
O -15.68 -7.37 -4.70 0.04
H -17.86 -7.29 1.38 0.14
H -20.28 -11.34 -1.11 0.12
C -9.83 -12.98 -3.54 -0.80
H -20.62 -15.55 -2.86 0.12
N -18.75 -14.80 -2.97 0.15
H -15.63 -15.15 -2.85 0.03
N -16.38 -17.92 -1.68 0.17
H -11.47 -12.21 -2.81 0.06
O -16.28 -10.00 1.02 -0.04
C -13.17 -8.01 -0.69 -0.90
C -13.47 -11.01 2.20 -0.69
N -12.81 -16.21 -1.00 0.19
H -19.12 -15.37 -3.72 0.11
H -17.53 -14.13 -4.93 0.10
O -15.33 -13.35 -2.63 -0.01
N -12.25 -16.12 -3.92 0.14
H -20.93 -10.80 -2.55 0.12
C -19.35 -14.66 -1.75 -0.67
N -11.87 -10.59 -5.29 0.20
O -18.81 -14.10 -0.81 -0.04
```

## Properties
Orbital gap, eV: 2.3492
Energy above the lowest of the compared OMol25 structures with the same formula, charge and spin, eV: 2.851
Highest occupied orbital energy, Ha: -0.406
LUMO, eV: -8.7
Charge: +1

Here is C12H12N2S2 in the gas phase at a distorted geometry from the Open Molecules 2025 dataset. Energies are from the ωB97M-V functional and the def2-TZVPD basis.

```
28
Properties=species:S:1:pos:R:3:lowdin_charge:R:1
S -0.74 -1.64 2.74 0.70
H -2.62 0.80 -2.62 0.12
C -1.84 -1.21 -2.65 -0.08
C -0.27 -0.40 -0.43 -0.08
C 0.58 -1.09 1.89 -0.71
C -1.26 1.92 -0.56 -0.13
H 0.92 1.68 2.12 0.14
C -1.96 0.07 -2.10 -0.03
H -0.74 1.18 2.03 0.12
H -1.29 2.63 -1.42 0.13
H 0.48 -2.41 -0.45 0.11
H -2.44 -1.49 -3.50 0.10
C -0.19 -1.72 -0.96 0.00
H 0.84 2.53 -0.22 0.12
C 0.18 1.29 1.41 -0.14
C 0.55 -0.06 0.81 -0.42
C -0.94 -2.08 -2.09 -0.08
H 2.07 -2.26 2.81 0.14
C -1.13 0.51 -1.06 -0.18
H -0.80 -3.05 -2.58 0.11
H -2.25 1.99 -0.05 0.13
H 2.43 0.80 0.20 0.16
N 1.98 -0.05 0.54 0.09
S 4.36 -1.05 1.53 0.60
C -0.09 2.35 0.37 -0.17
C 2.72 -0.88 1.33 -0.90
H -0.40 3.26 0.83 0.10
N 1.86 -1.61 2.07 0.06
```

## Properties
Orbital gap, eV: 8.3233
Energy above the lowest of the compared OMol25 structures with the same formula, charge and spin, eV: 0.000
Highest occupied orbital energy, Ha: -0.318
SMILES string: S=C1NC(=S)[C@@]2(CCCc3ccccc32)N1
LUMO, eV: -0.3

Here is a gas-phase ion, C8H12O6P (charge -1) at a distorted geometry from the Open Molecules 2025 dataset. Energies are from the ωB97M-V functional and the def2-TZVPD basis.

```
27
Properties=species:S:1:pos:R:3:lowdin_charge:R:1
H 0.07 0.08 -2.93 0.07
C -1.12 1.46 -1.02 -0.40
O -2.00 -2.03 -0.63 0.04
O 2.53 1.04 1.52 -0.16
H -0.08 1.11 1.54 0.06
C 0.05 -0.53 -2.07 0.02
H 0.09 -3.12 1.46 0.12
C -1.21 -1.86 0.27 -0.44
H -1.25 -2.04 2.30 0.07
C -0.67 2.80 -0.59 0.00
C -0.68 0.21 1.49 0.07
H -0.64 -1.31 -2.02 0.04
H 0.01 3.21 -1.37 0.11
O 1.14 0.97 -0.63 -0.20
H -1.66 -3.45 1.58 0.05
O 3.63 0.09 -0.56 -0.32
P 2.34 0.06 0.18 0.36
H -0.80 -0.18 2.48 0.07
O 1.66 -1.27 0.61 -0.26
H 1.03 -1.12 -2.12 0.12
C -0.11 0.36 -0.83 -0.47
H 3.16 1.59 1.08 0.02
C -0.96 -2.68 1.45 -0.03
C -0.58 -0.47 0.38 -0.19
O -2.24 1.21 -1.46 0.09
H -0.06 2.54 0.28 0.07
H -1.62 3.33 -0.38 0.10
```

## Properties
Orbital gap (alpha / beta), eV: 5.5497 / 6.6832
<S²>: 2.010
Highest occupied orbital energy (alpha / beta), Ha: -0.076 / -0.209
LUMO (alpha / beta), eV: 3.5 / 1.0
Charge: -1
2S+1: 3

Here is a molecular structure, C16H25B2F4HgN7O7 from the Open Molecules 2025 dataset. Energies are from the ωB97M-V functional and the def2-TZVPD basis.

```
62
Properties=species:S:1:pos:R:3:lowdin_charge:R:1
C 2.15 -1.48 -2.81 -0.24
H -2.04 -4.18 0.70 0.09
H -2.12 -3.62 2.38 0.11
N -0.68 -2.12 -0.03 0.00
H -3.85 2.31 2.16 0.10
C -4.34 0.89 -0.21 0.02
F -3.45 -2.80 -2.09 0.21
O -0.12 -0.78 -2.99 -0.12
N 0.63 3.27 -1.38 0.02
H 0.96 -1.76 4.08 0.10
H -0.76 -4.61 1.85 0.10
H 2.22 3.41 2.15 0.09
N -0.99 1.30 1.29 0.06
C -2.92 2.71 1.75 0.02
H 3.67 3.49 1.11 0.10
H 2.93 5.00 1.71 0.10
C -2.85 0.87 -0.08 -0.23
H -0.78 -2.00 4.09 0.12
O -0.32 1.95 2.22 0.08
H 5.44 -1.77 -3.54 0.12
F -3.41 -2.01 0.09 0.17
H 0.83 -1.92 -4.43 0.13
O -1.41 -2.67 -1.00 0.02
C 3.30 -1.84 -3.51 0.00
N -2.08 0.18 -0.82 0.01
H 0.47 -2.77 -2.91 0.14
C 2.74 3.98 1.38 0.01
C 4.54 -1.51 -2.99 -0.03
H -4.62 0.43 -1.15 0.10
B 0.29 1.06 3.28 -1.09
H 0.82 2.16 -3.04 0.11
F 1.05 1.83 4.09 0.22
H 5.56 -0.58 -1.34 0.12
H -1.02 -1.13 -2.92 0.08
C 0.14 -2.27 3.57 0.03
H -2.30 3.08 2.56 0.09
C 4.61 -0.86 -1.77 -0.03
C -0.71 -2.60 1.16 -0.22
C 3.43 -0.56 -1.12 -0.11
H -4.73 1.90 -0.14 0.09
C 1.48 3.00 -0.35 -0.58
B -2.81 -2.06 -1.16 -1.10
O 1.21 0.11 2.55 0.13
C 0.06 -1.82 2.16 -0.17
H -3.17 3.55 1.09 0.10
H 3.21 -2.37 -4.45 0.13
H 3.43 -0.07 -0.15 0.11
H -4.78 0.29 0.59 0.11
O -2.65 -0.67 -1.71 0.00
O 1.83 1.87 -0.03 0.00
C -1.46 -3.83 1.55 0.02
C 0.78 -1.82 -3.34 -0.16
N 0.62 -0.74 1.74 0.05
H 0.28 -3.35 3.64 0.10
N 2.23 -0.85 -1.63 0.03
O 1.90 4.12 0.21 0.01
Hg 0.36 -0.04 -0.58 1.23
C -2.19 1.65 1.00 -0.20
N 0.26 2.21 -2.20 0.04
F -0.73 0.35 3.89 0.19
H -0.72 2.27 -2.45 0.10
H 0.54 4.22 -1.69 0.16
```

## Properties
Orbital gap (alpha / beta), eV: 8.5102 / 5.4757
Energy above the lowest of the compared OMol25 structures with the same formula, charge and spin, eV: 0.335
<S²>: 0.761
Highest occupied orbital energy (alpha / beta), Ha: -0.439 / -0.434
LUMO (alpha / beta), eV: -3.4 / -6.3
Charge: +1
2S+1: 2

Here is a molecular structure, C20H7F11N4O6S3Sr from the Open Molecules 2025 dataset. Energies are from the ωB97M-V functional and the def2-TZVPD basis.

```
52
Properties=species:S:1:pos:R:3:lowdin_charge:R:1
F 2.96 1.05 -2.81 0.14
C -3.41 2.29 1.92 -0.58
F -2.77 5.21 -0.18 0.13
H 0.14 -2.15 5.24 0.12
F -5.22 1.95 3.40 0.08
H 0.39 -1.13 -2.65 0.09
H 3.02 -4.46 -2.14 0.11
O 1.79 4.03 -0.83 -0.23
F -6.28 4.33 2.83 0.12
C 1.26 -2.63 0.12 -0.14
C -4.59 2.73 2.52 -0.25
C 1.51 -3.44 2.43 -0.12
C 3.11 2.25 -2.23 -0.68
O 4.38 -5.38 -0.66 0.09
Sr -0.73 0.38 0.27 1.39
N 0.20 -1.48 1.95 0.02
O 3.55 -6.65 0.87 0.10
N 0.65 -1.76 -0.72 0.05
F -1.68 2.83 0.39 -0.03
O 0.19 1.02 -4.30 -0.25
F -2.34 3.37 -2.78 0.15
C 0.89 -1.84 -2.01 -0.09
C 2.36 -4.48 1.94 0.07
C 0.98 -2.50 1.54 -0.14
H 1.61 -4.03 4.50 0.13
C 2.66 -4.55 0.63 -0.07
C 2.13 -3.64 -0.35 -0.06
C -2.84 3.18 1.02 -0.23
C -5.15 3.96 2.23 -0.14
C 0.40 -2.28 4.20 -0.02
F 3.48 3.13 -3.15 0.16
C 1.74 -2.81 -2.56 0.00
N 0.53 2.86 -2.60 -0.27
H 2.77 -5.21 2.62 0.14
F 4.07 2.16 -1.31 0.15
H 1.90 -2.83 -3.63 0.12
S -0.36 1.70 -3.18 0.62
F -1.36 3.59 -4.70 0.16
C -1.77 2.72 -3.79 -0.69
N 3.60 -5.62 0.24 -0.34
C -0.07 -1.38 3.24 -0.12
H -0.71 -0.55 3.54 0.06
S -2.72 0.72 2.29 0.50
C 2.36 -3.71 -1.74 0.03
O 1.29 1.62 -0.53 -0.45
C -4.55 4.81 1.32 -0.14
C 1.21 -3.31 3.79 0.02
F -2.66 1.89 -4.34 0.15
C -3.37 4.42 0.71 -0.15
O -0.98 0.85 -2.16 -0.46
F -5.09 5.99 1.04 0.13
S 1.55 2.76 -1.42 0.61
```

## Properties
Orbital gap, eV: 6.2574
Energy above the lowest of the compared OMol25 structures with the same formula, charge and spin, eV: 0.000
Highest occupied orbital energy, Ha: -0.293
LUMO, eV: -1.7

Here is a molecular structure, C38H21Br4IrN4O8S3 at a distorted geometry from the Open Molecules 2025 dataset. Energies are from the ωB97M-V functional and the def2-TZVPD basis.

```
79
Properties=species:S:1:pos:R:3:lowdin_charge:R:1
H 2.49 -2.62 -3.29 0.12
C -1.25 2.62 1.74 0.01
C 0.00 -2.07 2.07 -0.15
N 0.26 5.97 2.16 0.18
S -1.39 -2.37 -3.12 1.11
C 0.35 -2.67 3.26 0.07
C 2.35 -3.68 -3.33 -0.10
C 3.07 -0.64 0.70 -0.56
H -3.80 -5.03 -3.08 0.09
C 2.19 -1.37 1.68 -0.15
H -3.57 -2.65 -4.18 0.06
O 4.25 -0.44 0.98 0.07
C -2.95 -4.37 -2.96 -0.19
C -0.23 0.94 -2.93 -0.37
C 3.04 -4.59 -4.20 -0.19
H 2.98 -3.13 4.95 0.11
C 0.51 -3.63 -1.50 -0.56
C 0.08 8.30 3.07 -0.02
C 0.65 -4.42 -0.18 -0.45
C -0.99 1.39 1.17 -0.08
C -1.64 1.08 -2.45 -0.44
C -2.58 7.54 3.73 -0.03
Br -0.22 3.11 -6.49 0.70
H 0.21 -6.33 2.74 0.06
O 2.46 -0.24 -0.36 -0.13
C -0.62 5.00 2.12 -0.27
H 1.45 4.26 0.58 0.12
H -1.70 -5.62 -1.65 0.07
C 0.55 -5.74 1.90 -0.42
C 1.69 -2.61 3.65 -0.29
C 0.76 3.46 0.77 0.02
C 0.97 2.20 0.23 -0.05
C -2.11 8.80 4.01 -0.10
H 1.09 8.59 2.82 0.11
H -2.15 2.72 2.34 0.11
N 0.12 1.17 0.44 -0.08
N 0.91 -1.44 1.32 0.00
H -0.39 -3.18 3.85 0.14
O -1.39 -1.61 0.25 -0.12
Br -4.36 1.77 -2.78 0.77
H 3.00 -6.76 -4.54 0.05
C -1.39 -2.05 1.45 -0.64
C 2.64 -5.88 -4.03 -0.44
S 1.44 -6.01 -2.81 1.04
C 2.62 -1.95 2.85 0.08
C -2.57 1.72 -3.35 -0.65
O -1.94 0.63 -1.37 -0.01
Br -3.38 3.26 -5.58 0.70
H -0.46 10.18 3.94 0.10
O 0.60 0.18 -2.32 -0.20
C -0.37 3.67 1.54 -0.13
C -2.85 -3.15 -3.54 -0.40
C 1.81 -5.30 1.64 -0.19
C -1.82 -4.67 -2.15 -0.17
H 3.67 -1.88 3.11 0.13
H -2.65 4.79 2.71 0.15
H 3.79 -4.28 -4.92 0.09
C -0.79 9.18 3.69 -0.10
C 1.86 -4.54 0.44 -0.13
O 2.03 -3.22 4.81 0.07
C 1.46 -4.31 -2.52 -0.46
C -2.14 2.32 -4.51 -0.75
S -0.56 -5.24 0.71 1.08
H 1.83 1.97 -0.38 0.12
Br 1.95 1.41 -4.65 0.78
C -1.70 6.66 3.10 -0.19
O 1.06 -2.37 -1.36 -0.31
C -0.77 2.25 -4.90 -0.75
C 0.15 1.58 -4.14 -0.65
H 2.76 -4.10 0.03 0.13
H -2.76 9.52 4.50 0.10
O -2.34 -2.45 2.11 0.05
C -0.90 -3.67 -2.12 -0.46
N -1.82 5.36 2.68 0.17
H 2.67 -5.50 2.27 0.10
H -3.60 7.25 3.97 0.11
C -0.39 7.02 2.77 -0.23
Ir 0.45 -0.65 -0.44 1.50
H -1.68 0.56 1.26 0.12
```

## Properties
Orbital gap (alpha / beta), eV: 6.3554 / 6.4188
Energy above the lowest of the compared OMol25 structures with the same formula, charge and spin, eV: 0.800
<S²>: 0.771
Highest occupied orbital energy (alpha / beta), Ha: -0.184 / -0.204
LUMO (alpha / beta), eV: 1.3 / 0.9
Charge: -1
2S+1: 2

Sequential DFT total energy output: -92032.3181, -37290.0755, -30063.8981, -58155.7012, -102332.9423, -377606.0123 eV